Entry 1:
Below is a structure of composition C22H50B3F4N5O5V at a distorted geometry, with properties calculated with ωB97M-V/def2-TZVPD.

```
90
Properties=species:S:1:pos:R:3:forces:R:3:lowdin_charge:R:1
O -1.079 0.106 2.578 -0.26 0.65 -0.39 -0.3637
V -1.336 0.864 1.196 -0.58 0.17 -1.14 0.7401
O -0.024 0.842 0.290 -0.01 -0.43 0.30 -0.3680
B -2.217 2.967 1.157 -0.31 0.31 1.05 -0.3356
H -1.096 2.907 0.819 1.41 0.01 -0.20 -0.0081
H -2.722 2.060 0.604 -0.92 -1.03 -0.76 -0.0322
H -2.294 2.735 2.339 -0.17 -0.25 0.20 -0.0133
H -2.751 3.983 0.861 0.06 0.16 -0.09 0.0239
B -2.855 -0.588 0.047 0.09 -1.36 0.34 -0.3825
H -2.312 -1.560 0.518 0.29 -0.16 0.03 -0.0231
H -2.120 0.036 -0.620 0.86 0.73 -0.74 -0.0226
H -3.785 -0.946 -0.608 -0.20 0.26 -0.17 0.0082
H -3.258 0.041 0.957 -0.46 0.72 1.07 -0.0210
C -1.174 -2.012 4.872 -0.18 -0.14 1.41 0.0288
C -0.724 -3.114 3.996 0.30 1.68 -0.43 -0.3787
O -0.700 -3.093 2.821 0.09 -0.91 -0.05 0.1992
N -0.137 -4.347 4.723 -0.21 -0.75 -0.47 0.0955
H 0.802 -4.124 5.064 -0.14 0.22 0.22 0.1930
H -0.724 -4.618 5.515 0.12 0.32 0.18 0.1853
C -0.030 -5.525 3.819 0.13 -0.78 -0.19 0.0012
H -1.090 -1.044 4.382 -0.14 -0.18 -0.51 0.0634
H -0.629 -1.947 5.820 0.20 -0.27 -0.16 0.1023
H -2.203 -2.231 5.181 -0.07 0.18 -0.25 0.1172
H -0.996 -5.789 3.400 -0.11 0.31 0.06 0.1120
H 0.318 -6.382 4.394 0.11 0.13 0.09 0.1117
H 0.665 -5.323 3.013 0.01 0.19 0.04 0.1028
C -3.421 4.424 7.381 -0.10 -0.07 0.38 0.0304
C -2.143 4.240 6.636 0.11 0.48 0.59 -0.3876
O -1.167 4.892 6.735 -0.01 -0.16 -0.34 0.2143
N -2.059 2.990 5.749 -0.35 -0.04 0.02 0.0925
H -1.765 2.215 6.350 0.08 0.09 0.07 0.1879
H -2.994 2.728 5.430 0.04 0.16 -0.20 0.1789
C -1.085 3.087 4.622 0.99 -0.94 -0.08 0.0095
H -4.336 4.341 6.796 0.12 -0.06 -0.20 0.1008
H -3.381 5.391 7.875 0.00 0.08 -0.14 0.1089
H -3.464 3.684 8.189 -0.02 -0.11 -0.14 0.1112
H -0.075 3.151 5.025 -0.08 0.30 0.12 0.1087
H -1.287 3.907 3.947 -0.29 0.09 0.14 0.1102
H -1.124 2.122 4.110 -0.10 0.26 -0.17 0.0736
C 4.757 1.134 0.115 -0.47 -0.01 0.31 0.0550
N 3.869 1.258 -1.074 0.55 0.23 -0.03 -0.0495
C 4.341 0.867 -2.274 0.02 0.45 0.02 0.0114
C 3.606 1.099 -3.403 -0.54 -0.34 -0.71 0.0381
C 2.369 1.738 -3.309 -0.01 0.31 0.41 -0.1414
C 1.892 2.095 -2.059 -0.05 -0.38 -0.10 0.0619
C 2.665 1.822 -0.941 -0.70 -0.40 0.40 0.0509
C 1.587 2.128 -4.506 0.36 0.11 -0.65 -0.1178
C 1.203 3.459 -4.667 0.06 -0.36 0.32 0.0648
C 0.502 3.837 -5.786 -0.20 0.31 0.19 0.0305
N 0.193 2.954 -6.746 -0.18 -0.20 -0.03 -0.0722
C 0.544 1.664 -6.613 0.54 -0.09 -0.16 0.0123
C 1.287 1.238 -5.540 -0.57 -0.10 0.81 0.0474
C -0.609 3.367 -7.925 -0.09 -0.01 0.15 0.0560
H 4.409 1.829 0.874 0.06 0.06 -0.05 0.0918
H 5.780 1.353 -0.171 0.02 -0.13 -0.11 0.1114
H 4.625 0.146 0.549 0.21 -0.08 -0.12 0.1178
H 5.341 0.462 -2.301 -0.04 -0.14 0.08 0.1529
H 3.928 0.759 -4.378 0.40 0.10 0.13 0.1343
H 0.886 2.480 -1.966 0.10 0.15 0.38 0.1436
H 2.274 1.937 0.074 0.17 0.37 -0.01 0.1361
H 1.447 4.174 -3.892 -0.10 0.18 -0.14 0.1471
H 0.132 4.848 -5.897 0.09 0.00 -0.22 0.1618
H 0.278 0.983 -7.408 -0.17 0.13 -0.07 0.1513
H 1.469 0.183 -5.396 0.24 0.01 -0.29 0.1335
H -0.412 2.669 -8.731 0.08 0.10 -0.09 0.1066
H -0.330 4.378 -8.204 0.04 -0.02 -0.07 0.1136
H -1.667 3.329 -7.672 0.02 0.03 0.07 0.1202
C -1.568 -5.698 -3.981 0.01 -0.72 0.96 -0.0258
C -0.658 -4.524 -3.714 -0.47 -0.12 -0.11 -0.3215
C -0.310 -4.321 -2.267 -0.38 0.02 0.49 -0.2169
O 0.412 -3.116 -2.161 -0.27 -0.15 0.05 -0.1827
C 0.360 -2.646 -0.809 0.82 -0.32 0.84 -0.0611
N 0.640 -4.702 -4.473 0.44 0.82 -0.06 0.2345
H 1.015 -5.648 -4.385 -0.20 -0.11 -0.30 0.1812
H 0.513 -4.412 -5.443 0.03 -0.62 -0.19 0.1764
H 1.366 -4.069 -4.115 -0.22 0.03 0.35 0.1649
H -1.733 -5.942 -5.027 -0.03 0.20 -0.06 0.0974
H -2.518 -5.535 -3.472 -0.13 0.28 -0.36 0.1070
H -1.197 -6.591 -3.463 0.23 -0.02 -0.30 0.1010
H -1.121 -3.612 -4.088 0.24 0.12 -0.07 0.1627
H 0.216 -5.194 -1.847 0.34 0.13 -0.18 0.1481
H -1.229 -4.277 -1.670 -0.14 0.16 -0.27 0.1488
H 0.883 -1.700 -0.699 -0.15 0.14 -0.39 0.0860
H 0.904 -3.363 -0.179 -0.07 0.01 0.01 0.0943
H -0.648 -2.550 -0.402 -0.14 0.12 -0.41 0.0664
B 2.220 1.709 3.100 -0.11 0.69 0.46 -1.2496
F 1.557 2.515 2.127 0.16 -0.14 -0.21 0.0635
F 2.325 2.444 4.289 -0.13 -0.10 -0.08 0.1039
F 1.461 0.561 3.323 0.27 -0.29 0.00 0.0988
F 3.518 1.405 2.624 -0.23 -0.23 -0.08 0.0778
```
Forces are in eV/Å.

Electronic energy (Ha): -2935.4593
HOMO (eV): -14.725
Total charge: +3

Entry 2:
Below is a cluster of 2 separate species, C14H16 in total at a distorted geometry, with properties calculated with ωB97M-V/def2-TZVPD.

```
30
Properties=species:S:1:pos:R:3:forces:R:3:lowdin_charge:R:1
C 1.955 -2.231 -1.677 1.99 0.30 -1.77 -0.0785
C 0.490 -2.417 -1.573 0.19 0.84 0.55 -0.3274
C -0.404 -1.323 -1.550 -0.90 0.12 -1.05 -0.0663
C -1.782 -1.561 -1.460 -0.05 -0.99 -0.85 -0.0793
C -2.164 -2.886 -1.178 -0.68 2.46 -0.48 -0.1151
C -1.263 -3.881 -1.070 0.18 -0.61 -0.20 -0.1046
C 0.064 -3.701 -1.365 -0.69 0.08 -0.44 -0.0622
H 2.217 -1.482 -0.860 0.40 -1.03 -1.25 0.0913
H 2.262 -1.857 -2.760 -0.51 -0.24 2.32 0.1140
H 2.510 -3.250 -1.605 -0.86 1.92 0.36 0.0969
H -0.102 -0.320 -1.876 0.33 -0.42 0.43 0.1162
H -2.608 -0.920 -1.867 1.25 -0.01 0.94 0.1195
H -3.201 -3.104 -1.273 -0.72 -0.33 0.51 0.0927
H -1.681 -4.816 -0.887 -0.30 -1.84 0.16 0.0865
H 0.681 -4.522 -1.693 0.34 -0.25 0.74 0.1132
C 0.897 4.674 2.322 -2.40 1.85 -0.97 -0.0641
C 0.677 3.440 1.576 -3.43 -0.70 -0.96 -0.2745
C -0.678 3.187 1.034 3.00 -1.19 1.44 -0.0098
C -1.002 1.845 0.869 -2.83 0.10 -1.49 -0.1328
C -0.157 0.791 1.049 3.17 -1.42 1.31 -0.1256
C 1.186 1.100 1.376 -0.60 -0.03 0.30 -0.0791
C 1.592 2.429 1.538 0.15 -0.80 0.25 -0.0774
H 1.191 5.405 1.631 0.69 1.48 -1.21 0.0642
H 1.624 4.725 3.055 1.39 -0.60 1.67 0.0564
H -0.063 5.130 2.696 0.86 -0.83 -0.01 0.1069
H -1.374 3.992 0.887 -0.26 0.11 0.18 0.0977
H -2.027 1.506 0.562 0.76 0.92 0.24 0.1152
H -0.407 -0.303 1.062 -0.29 1.44 -0.24 0.1128
H 1.887 0.374 1.797 -0.20 -0.23 -0.88 0.1025
H 2.625 2.649 1.776 0.02 -0.09 0.41 0.1106
```
Forces are in eV/Å.

Electronic energy (Ha): -542.9894
HOMO (eV): -8.521
Energy relative to the best compared isomer or geometry (same formula, charge and spin) (kcal/mol): 52.4

Entry 3:
Below is a structure of composition C45H27BI4N5Ti, with properties calculated with ωB97M-V/def2-TZVPD.

```
83
Properties=species:S:1:pos:R:3:forces:R:3:lowdin_charge:R:1
Ti 0.109 -0.162 0.022 0.16 -0.32 0.21 1.2081
I 0.065 9.588 -1.210 0.01 0.13 -0.01 0.9147
C 0.028 7.524 -0.997 0.02 -0.07 0.03 -0.7443
C 0.801 6.920 -0.013 -0.03 -0.06 -0.02 -0.1342
C 0.771 5.540 0.129 0.00 0.03 0.00 -0.0251
C -0.024 4.764 -0.709 -0.04 -0.07 0.00 -0.2196
C -0.790 5.380 -1.691 -0.02 0.05 -0.04 -0.0137
C -0.767 6.760 -1.838 0.01 -0.07 0.02 -0.1358
C -0.057 3.278 -0.558 0.03 0.14 -0.02 -0.0517
C -0.872 2.717 0.420 0.00 -0.15 0.10 -0.1809
C -1.571 3.429 1.444 -0.02 0.08 0.01 0.0464
C -1.974 2.527 2.376 0.03 0.00 0.11 0.0454
C -1.618 1.225 1.899 -0.05 0.06 -0.20 -0.1948
C -2.012 0.001 2.435 -0.03 -0.08 0.09 -0.0537
C -2.580 -0.054 3.812 -0.05 0.08 -0.07 -0.2088
C -1.828 -0.628 4.831 0.01 -0.02 0.04 -0.0092
C -2.322 -0.677 6.127 -0.01 0.02 -0.07 -0.1306
C -3.580 -0.157 6.400 0.03 0.00 -0.08 -0.7424
I -4.323 -0.222 8.336 -0.05 -0.01 0.12 0.9173
C -4.346 0.405 5.387 0.05 -0.01 -0.05 -0.1349
C -3.842 0.457 4.096 -0.04 0.00 0.03 -0.0317
C -2.034 -1.174 1.670 -0.19 0.15 -0.37 -0.2012
N -1.472 -1.267 0.411 -0.36 -0.09 0.05 -0.0080
C -2.041 -2.353 -0.216 0.09 0.02 0.14 -0.1876
C -1.617 -2.835 -1.451 -0.09 0.05 -0.14 -0.0466
C -2.410 -3.897 -2.133 0.03 -0.07 0.16 -0.2136
C -3.409 -3.538 -3.031 0.01 -0.01 -0.01 -0.0110
C -4.174 -4.512 -3.655 0.04 -0.02 0.03 -0.1343
C -3.940 -5.853 -3.375 0.02 0.09 0.01 -0.7435
I -5.096 -7.313 -4.291 -0.06 -0.08 -0.06 0.9154
C -2.942 -6.222 -2.485 0.05 0.05 0.03 -0.1360
C -2.180 -5.242 -1.865 0.01 -0.06 -0.02 -0.0265
C -0.420 -2.415 -2.019 0.18 -0.05 0.15 -0.1880
C 0.326 -3.116 -3.009 -0.04 -0.04 -0.04 0.0451
C 1.598 -2.630 -2.991 0.14 -0.11 0.11 0.0360
C 1.631 -1.548 -2.058 -0.21 0.27 -0.12 -0.1792
N 0.387 -1.432 -1.483 0.04 -0.07 -0.32 -0.0055
C 2.621 -0.545 -1.881 -0.02 0.07 -0.08 -0.0286
C 2.209 0.779 -1.654 -0.15 0.07 -0.20 -0.2211
C 2.880 1.959 -2.120 0.10 -0.04 0.08 0.0384
C 2.041 3.010 -1.930 0.02 0.07 -0.03 0.0491
C 0.881 2.520 -1.251 0.10 -0.14 0.05 -0.1794
N 0.979 1.151 -1.154 0.06 0.21 -0.12 -0.0053
C 4.078 -0.791 -1.950 -0.09 -0.15 -0.14 -0.1610
C 4.696 -1.676 -2.838 0.01 0.08 -0.10 -0.0129
C 6.055 -1.917 -2.771 0.00 0.04 0.03 -0.1306
C 6.824 -1.291 -1.795 -0.09 -0.01 -0.04 -0.7390
I 8.853 -1.686 -1.673 0.14 -0.02 0.00 0.9316
C 6.234 -0.412 -0.902 -0.09 0.01 -0.02 -0.1241
C 4.872 -0.165 -0.986 0.05 -0.02 0.09 -0.0202
C -2.965 -2.965 0.682 -0.05 -0.07 -0.01 0.0473
C -2.915 -2.280 1.859 0.04 -0.05 0.11 0.0455
N -0.943 1.367 0.697 -0.09 0.21 0.06 -0.0013
H 1.421 7.518 0.640 0.00 0.00 0.00 0.0990
H 1.372 5.065 0.895 -0.01 0.01 0.00 0.1310
H -1.410 4.781 -2.348 0.00 0.00 0.01 0.1256
H -1.367 7.234 -2.603 0.00 0.00 0.00 0.0983
H -1.700 4.499 1.467 0.01 -0.01 0.00 0.1300
H -2.499 2.724 3.296 0.03 0.00 0.01 0.1253
H -0.844 -1.029 4.617 0.00 0.01 0.00 0.1265
H -1.727 -1.114 6.917 0.00 0.00 0.00 0.1001
H -5.330 0.799 5.601 0.00 0.00 0.00 0.0989
H -4.443 0.886 3.302 0.01 0.01 0.01 0.1288
H -3.591 -2.492 -3.246 -0.01 0.00 0.01 0.1260
H -4.948 -4.228 -4.354 -0.01 0.00 0.00 0.0985
H -2.756 -7.266 -2.274 -0.01 0.00 0.00 0.0991
H -1.399 -5.529 -1.171 -0.02 0.01 0.00 0.1300
H -0.058 -3.922 -3.615 0.00 0.02 0.00 0.1307
H 2.408 -2.968 -3.611 -0.02 -0.03 0.06 0.1036
H 3.847 1.966 -2.596 0.00 0.00 0.04 0.1321
H 2.207 4.041 -2.199 0.00 -0.01 0.02 0.1308
H 4.137 -2.154 -3.627 0.01 0.03 0.00 0.0977
H 6.516 -2.591 -3.479 0.01 0.00 0.00 0.1006
H 6.819 0.066 -0.129 0.00 0.01 0.00 0.1040
H 4.419 0.490 -0.252 -0.02 0.00 0.01 0.1206
H -3.557 -3.837 0.453 -0.01 0.03 0.00 0.1291
H -3.464 -2.481 2.765 -0.02 0.02 -0.02 0.1301
B 3.418 -0.028 3.099 0.02 0.03 -0.01 -0.3615
C 2.268 -0.361 2.134 0.14 0.03 0.10 -0.1169
N 1.398 -0.573 1.379 0.34 -0.09 0.39 0.0602
H 3.418 1.189 3.129 0.00 -0.12 0.00 0.0365
H 4.420 -0.484 2.589 -0.10 0.03 0.04 0.0301
H 3.147 -0.526 4.168 0.01 0.03 -0.11 0.0312
```
Forces are in eV/Å.

Electronic energy (Ha): -4069.7778
HOMO (eV): -10.456
Total charge: +1

no.,LUMO level (eV)
1,-8.2
2,1.0
3,-4.8